[1]
{
  "formula": "C5H5NO2",
  "method": "ωB97M-V with the def2-TZVPD basis set",
  "symbols": ["C", "C", "C", "C", "C", "H", "H", "H", "H", "H", "N", "O", "O"],
  "xyz": [[-0.8959, -0.2776, 0.6282], [-0.4771, -1.0270, -0.7803], [0.8277, -0.2998, -0.6604], [1.4550, 1.3824, 0.5684], [0.3848, 0.4904, 0.4267], [-2.7692, -0.2510, 0.5980], [-0.8427, -1.0985, 1.4108], [-1.2244, -0.7533, -1.5967], [-0.3362, -2.1484, -0.7530], [1.6533, 2.2679, 1.1606], [1.9301, 0.1276, -1.2404], [-2.0817, 0.4220, 0.6186], [2.3763, 1.1654, -0.3806]],
  "forces_ev_per_angstrom": [[1.0, -2.3, -0.7], [-1.1, -1.4, -0.2], [0.0, 2.5, -0.8], [-1.7, -0.3, 0.3], [3.0, 1.0, 0.3], [-0.3, 0.2, 0.1], [-0.1, 1.3, -0.4], [1.4, -0.2, 0.8], [-0.5, 1.1, 0.1], [-0.1, -0.3, 0.1], [-0.2, -1.0, 0.6], [-0.3, 0.1, 0.1], [-1.1, -0.6, -0.2]],
  "charge": 0,
  "energy_ev": -10847.08844,
  "lumo_energy_ev": 0.56,
  "smiles": "O[C@H]1Cc2nocc21"
}

***

[2]
{
  "formula": "C5H5NO2",
  "method": "ωB97M-V with the def2-TZVPD basis set",
  "symbols": ["C", "C", "C", "C", "C", "H", "H", "H", "H", "H", "N", "O", "O"],
  "xyz": [[0.8963, -0.1868, 0.2192], [0.5550, 1.4049, -0.1335], [-0.8911, 0.8909, -0.2070], [-1.4150, -1.2644, -0.1352], [-0.4343, -0.4114, 0.0631], [2.9280, -1.1021, 0.0431], [0.9005, -0.4366, 1.2955], [1.2540, 1.7687, -0.9528], [0.7933, 2.1524, 0.7732], [-1.4213, -2.4223, -0.0324], [-2.3812, 0.8273, -0.2384], [1.7872, -0.7211, -0.5325], [-2.5715, -0.4994, -0.1624]],
  "forces_ev_per_angstrom": [[1.6, 4.3, 4.4], [2.2, 1.8, 2.8], [-4.2, -1.4, 0.6], [-2.0, -2.2, 1.5], [-4.7, -0.2, -3.7], [-5.4, 2.0, -2.3], [1.5, 0.8, 0.3], [-1.7, -0.6, 0.4], [-0.8, -1.5, -1.9], [-0.7, 2.5, -0.4], [5.9, 1.2, -0.2], [8.4, -4.6, -1.0], [-0.2, -2.0, -0.5]],
  "charge": 0,
  "energy_ev": -10842.97832,
  "lumo_energy_ev": -0.52
}

***

[3]
{
  "formula": "C5H5NO2S",
  "method": "ωB97M-V with the def2-TZVPD basis set",
  "symbols": ["C", "C", "C", "C", "C", "N", "O", "O", "S", "H", "H", "H", "H", "H"],
  "xyz": [[-0.5278, -1.9254, -0.1261], [-1.8346, -1.5451, -0.0425], [0.3318, -0.8793, -0.0907], [-0.5976, 0.5226, 0.2136], [-0.0647, 1.8100, 0.0550], [1.3255, 1.7141, 0.2608], [-0.5990, 2.8568, -0.2853], [1.6915, -0.8709, -0.2147], [-2.1897, 0.0776, 0.1345], [-0.2360, -2.9034, -0.0901], [-2.6968, -2.1946, 0.1363], [1.7291, 0.8874, 0.6948], [1.9084, 2.5925, 0.2572], [1.7600, -0.1424, -0.9028]],
  "forces_ev_per_angstrom": [[-0.3, 1.4, 0.2], [-2.4, -0.5, 0.7], [-2.3, 5.1, 1.5], [2.6, -5.5, -1.4], [2.5, 2.0, -0.3], [0.9, 2.0, -0.1], [-0.1, -0.8, 0.4], [-1.2, 0.8, -1.4], [-0.1, -0.3, 0.0], [0.7, -2.4, -0.3], [0.5, 0.0, -0.4], [-0.3, 0.7, 0.1], [-1.3, -1.5, 0.0], [0.8, -0.9, 1.0]],
  "charge": 0,
  "energy_ev": -21684.54360,
  "lumo_energy_ev": -0.08,
  "smiles": "NC(=O)c1sccc1O"
}

***

[4]
{
  "formula": "C5H5NO2S2",
  "method": "ωB97M-V with the def2-TZVPD basis set",
  "symbols": ["C", "C", "C", "C", "C", "N", "O", "O", "S", "S", "H", "H", "H", "H", "H"],
  "xyz": [[1.8723, 1.1943, 0.1791], [1.6478, -1.6265, -0.5392], [-2.0054, 0.9372, -0.4787], [-1.5684, -0.3870, 0.3292], [0.6062, 1.0110, 0.2310], [2.4400, -1.7225, 0.3140], [2.9623, 1.4962, 0.0526], [0.9087, -1.6599, -1.4267], [-0.4491, 1.7867, -0.9855], [-0.2445, 0.0002, 1.4469], [-2.7782, 0.6820, -1.2032], [-2.1822, 1.6001, 0.2848], [-2.4740, -0.6374, 0.8640], [-1.3162, -1.2794, -0.2293], [2.5807, -1.3950, 1.1610]],
  "forces_ev_per_angstrom": [[-0.8, 0.2, -0.2], [-1.3, -0.2, -1.1], [2.8, -3.0, 0.5], [-1.2, 0.7, -1.1], [-2.6, -0.7, 0.5], [1.6, -2.1, -2.5], [2.8, 0.4, 0.0], [-0.8, 0.1, -1.1], [0.1, 0.0, -1.1], [0.3, 0.8, 0.1], [0.4, 0.6, -0.2], [-2.1, 1.3, 1.6], [-0.1, -0.2, 0.7], [0.1, 0.3, -0.7], [0.7, 1.8, 4.6]],
  "charge": 0,
  "energy_ev": -32519.33808,
  "lumo_energy_ev": 0.11,
  "smiles": "O=C=C1SCCS1.N=C=O"
}

***

[5]
{
  "formula": "C5H5NO4",
  "method": "ωB97M-V with the def2-TZVPD basis set",
  "symbols": ["C", "C", "C", "C", "C", "N", "O", "O", "O", "O", "H", "H", "H", "H", "H"],
  "xyz": [[-1.1214, 0.7439, 0.0061], [-2.3730, 1.2322, -0.2376], [-0.9964, -0.4264, -0.7891], [-2.2128, -0.5403, -1.4559], [1.1841, -1.0059, -0.1671], [-2.6729, -1.4979, -2.3770], [-3.7970, -1.3593, -2.8157], [-1.9097, -2.3982, -2.6688], [-3.0347, 0.4784, -1.1059], [0.0179, -1.2727, -0.9205], [-0.3905, 1.1648, 0.6642], [-2.8773, 2.0954, 0.1512], [1.8803, -1.8046, -0.4130], [0.9730, -1.0200, 0.9058], [1.6197, -0.0413, -0.4421]],
  "forces_ev_per_angstrom": [[0.7, -1.1, -0.5], [1.3, 1.7, 1.8], [3.2, 1.5, 2.6], [-3.4, -1.2, -2.5], [0.3, 0.0, 0.2], [0.4, 2.2, 1.8], [-2.1, 0.5, -0.7], [1.8, -1.7, -0.3], [-1.5, -2.1, -2.3], [-0.7, 0.0, -0.3], [0.1, 0.1, 0.1], [-0.1, 0.0, 0.0], [0.0, 0.1, 0.0], [-0.1, 0.0, -0.1], [-0.1, 0.0, 0.0]],
  "charge": 0,
  "energy_ev": -14938.48769,
  "lumo_energy_ev": [0.44, -3.04],
  "multiplicity": 3
}

***

[6]
{
  "formula": "C5H5NS",
  "method": "ωB97M-V with the def2-TZVPD basis set",
  "symbols": ["C", "C", "C", "C", "C", "N", "S", "H", "H", "H", "H", "H"],
  "xyz": [[-0.6551, 0.9900, 0.3338], [0.3812, 1.7337, 0.7445], [-0.1071, -0.2956, -0.1079], [1.6561, 0.9993, 0.5628], [-0.7294, -1.3919, -0.8782], [1.2974, -0.1095, -0.0437], [-0.5692, -1.7481, 0.8848], [-1.7064, 1.2077, 0.3551], [0.3362, 2.7181, 1.1657], [-1.7432, -1.2625, -1.2332], [-0.0907, -1.9759, -1.5274], [1.9302, -0.8653, -0.2561]],
  "forces_ev_per_angstrom": [[0.2, 0.2, 0.1], [-0.2, -0.4, -0.3], [-0.4, -0.7, 0.1], [0.9, 0.6, -0.1], [-0.1, 0.1, -0.1], [0.3, 0.5, -0.1], [-0.6, -0.6, 0.2], [-0.2, 0.0, 0.0], [0.0, 0.2, 0.1], [0.0, 0.1, 0.0], [0.1, 0.1, -0.1], [0.0, 0.0, 0.1]],
  "charge": 0,
  "energy_ev": -17588.22556,
  "lumo_energy_ev": -0.09
}

***

[7]
{
  "formula": "C5H5NS",
  "method": "ωB97M-V with the def2-TZVPD basis set",
  "symbols": ["C", "C", "C", "C", "C", "H", "H", "H", "H", "H", "N", "S"],
  "xyz": [[-0.6416, -0.0501, -0.1714], [0.0940, 1.1488, -0.0880], [1.4777, 1.2359, -0.0892], [1.4482, -1.0933, -0.0062], [0.1231, -1.2223, -0.2215], [-0.6051, 1.9128, -0.2337], [2.1376, 2.1162, 0.2083], [3.2587, -0.1269, 0.6246], [1.9849, -1.9926, 0.2503], [-0.4294, -2.0517, -0.0629], [2.1590, -0.0390, 0.1075], [-2.2792, 0.0188, 0.1199]],
  "forces_ev_per_angstrom": [[-0.7, -0.4, 0.8], [2.6, 0.7, -1.4], [0.4, -1.0, 2.5], [-0.5, -4.9, 0.6], [0.7, 2.8, -0.1], [-0.1, 2.1, 0.2], [-1.3, -1.1, -1.0], [-4.7, 0.6, -2.4], [0.2, -0.4, -0.2], [-1.0, -3.2, 0.0], [4.6, 5.0, 1.4], [-0.2, -0.2, -0.3]],
  "charge": 0,
  "energy_ev": -17588.93300,
  "lumo_energy_ev": -0.18,
  "smiles": "S=c1cc[nH]cc1"
}

***

[8]
{
  "formula": "C5H5NS2",
  "method": "ωB97M-V with the def2-TZVPD basis set",
  "symbols": ["C", "C", "C", "C", "C", "H", "H", "H", "H", "H", "N", "S", "S"],
  "xyz": [[0.9718, 1.0521, 0.6636], [0.7719, 0.1983, -0.3877], [1.5793, 0.0370, -1.5215], [1.0279, -0.7953, -2.3710], [-0.4246, -0.5359, -0.5762], [1.0059, 1.7463, 2.8207], [1.9143, 1.6536, 0.7538], [2.5092, 0.6275, -1.5566], [1.3255, -1.1141, -3.3311], [-0.7909, -1.9874, -2.0766], [-0.2632, -1.1061, -1.8150], [0.1004, 0.9796, 2.2050], [-1.8304, -0.5372, 0.3732]],
  "forces_ev_per_angstrom": [[1.2, -0.6, 1.2], [-0.7, 2.1, 2.3], [3.3, 2.0, 0.0], [-2.1, -0.4, 0.7], [-2.1, -0.7, -0.2], [0.2, 0.2, 0.1], [-1.1, -0.6, -0.4], [-0.4, -0.7, -0.5], [0.1, -0.4, -0.7], [0.8, 1.9, 0.4], [-0.5, -2.4, -0.8], [0.1, 0.2, -1.2], [1.2, -0.4, -0.8]],
  "charge": 0,
  "energy_ev": -28425.35422,
  "lumo_energy_ev": -0.66,
  "smiles": "S=C1NC=C/C1=C/S"
}

***

[9]
{
  "formula": "C5H5O3Tl",
  "method": "ωB97M-V with the def2-TZVPD basis set",
  "symbols": ["O", "C", "O", "Tl", "H", "O", "C", "C", "C", "C", "H", "H", "H", "H"],
  "xyz": [[-1.2474, 1.5708, -0.3889], [-1.7131, 0.3885, -0.3892], [-1.6047, -0.3231, 0.7608], [0.6590, 1.7733, -0.1005], [-2.6121, 0.1860, -0.9945], [2.9777, -0.5097, 0.4952], [1.9463, -0.1310, -0.2615], [0.8998, -0.7253, -0.6943], [-0.3644, -1.2442, -0.8834], [-1.1717, -1.6445, 0.3460], [3.8029, -0.4305, 0.0040], [-0.5989, -1.7207, -1.8393], [-2.0450, -2.2565, 0.0831], [-0.6173, -2.0874, 1.1811]],
  "forces_ev_per_angstrom": [[-4.8, -1.6, -1.2], [-1.6, 1.9, 3.0], [0.4, 1.1, -0.9], [4.6, 1.5, 1.1], [0.7, -0.3, -0.8], [-1.8, 1.5, -1.4], [1.0, -2.4, 1.5], [-2.1, -0.8, -0.2], [3.1, -1.6, -0.3], [-0.5, 0.0, -0.2], [0.9, 0.1, -0.1], [-0.1, 0.5, 0.0], [0.3, 0.1, 0.1], [0.0, 0.1, -0.3]],
  "charge": 2,
  "energy_ev": -16076.72794,
  "lumo_energy_ev": -12.07
}

***

[10]
{
  "formula": "C5H5O4Sc",
  "method": "ωB97M-V with the def2-TZVPD basis set",
  "symbols": ["O", "C", "C", "O", "C", "O", "O", "Sc", "H", "H", "H", "C", "C", "H", "H"],
  "xyz": [[1.4288, -0.7541, -1.8289], [0.2470, -1.2173, -1.3280], [-0.2028, -0.5118, -0.0633], [0.7276, 0.2507, 0.4476], [0.7878, 1.9293, 0.8492], [-0.0289, 2.7479, 0.5045], [1.5464, 2.1128, 1.9313], [2.6030, 0.7333, -1.2266], [0.2898, -2.2918, -1.0358], [-0.5862, -1.1456, -2.0541], [1.1403, 1.6755, 2.6932], [-1.4616, -0.6274, 0.5696], [-2.5459, -1.3369, 0.0755], [-1.5746, 0.0053, 1.4601], [-2.3709, -1.5698, -0.9945]],
  "forces_ev_per_angstrom": [[1.9, 1.7, 0.1], [-1.3, -1.1, 0.7], [-1.6, 0.7, 0.3], [1.8, 0.6, 0.2], [-0.7, 2.7, -1.6], [0.3, -2.1, -0.2], [0.6, -1.2, 0.7], [-2.5, -1.5, 0.6], [0.2, 0.4, -0.4], [0.3, 0.0, 0.2], [0.0, -0.1, 0.2], [1.0, 0.7, -0.8], [-0.4, 0.1, -0.2], [0.2, -0.5, 0.1], [0.2, -0.3, 0.2]],
  "charge": 0,
  "energy_ev": -34148.52139,
  "lumo_energy_ev": [-1.91, -1.70]
}